Below is an isolated molecule of CHClO2 in a non-equilibrium geometry, with properties calculated with ωB97M-V with the def2-TZVPD basis set.

```
5
Properties=species:S:1:pos:R:3
H 0.16786 -0.14801 -0.11061
O -0.58981 1.21519 -1.44597
O -0.17125 1.61457 0.85549
Cl -0.32364 -0.06001 -2.44960
C -0.22997 0.78882 0.03922
```

For the HOMO energy, the calculation gives -10.6 eV. Its LUMO energy is 0.252 eV. For the total energy, the calculation gives -649.2881 a.u. Its SMILES is O=COCl. As for the gap between HOMO and LUMO: 10.861 eV. The spin multiplicity is 1.

Below is an isolated molecule of C5H10O, with properties calculated with ωB97M-V with the def2-TZVPD basis set.

```
16
Properties=species:S:1:pos:R:3
H -1.52869 -1.86823 0.08648
C -1.53007 -0.95251 -0.51224
H -0.71159 0.30944 1.02444
C -0.48240 1.31202 -0.86990
C 0.93141 -0.51092 -0.02021
H 0.25854 2.03917 -0.51821
H -0.25490 1.09125 -1.92196
C 1.91324 -0.03578 0.94780
C -0.47833 0.03737 -0.01373
H -1.35587 -1.22551 -1.56132
H 1.29503 -0.81274 -1.00452
H -2.52788 -0.50130 -0.45245
O 1.42032 -1.37285 1.00028
H -1.46645 1.79047 -0.84297
H 2.94710 0.14312 0.64666
H 1.56984 0.55253 1.79826
```

For the HOMO energy, the calculation gives -10.2 eV. Its LUMO energy is 1.128 eV. For the total energy, the calculation gives -271.7062 a.u. Its SMILES is CC(C)[C@H]1CO1. As for the gap between HOMO and LUMO: 11.320 eV. The spin multiplicity is 1.

Below is a structure of composition C40H40HfN5O4P in a non-equilibrium geometry, with properties calculated with ωB97M-V with the def2-TZVPD basis set.

```
91
Properties=species:S:1:pos:R:3
H 2.40838 -2.30717 3.05727
H 3.08398 2.41893 -0.55383
H 1.15958 0.01483 -3.50233
H 2.18478 1.89833 4.02417
H 1.29828 -1.73307 4.30487
C 0.92118 0.72193 -1.48563
C 1.27088 -6.11357 -0.33303
N -2.74422 -0.94517 -0.69183
N -1.77612 -0.41987 2.21617
C -2.41782 3.02693 3.53787
C 1.54248 -0.67557 -1.33713
C -0.44852 -2.75367 -4.88123
C -1.93422 1.91053 2.68267
H 4.79678 -0.58087 -0.21503
C -1.75782 -1.69487 2.59477
C -2.16192 6.17703 -3.25323
C -1.87842 -1.12187 4.90827
H -1.81562 -3.14447 4.17017
H -1.89982 -1.39987 5.95097
H 3.03798 -1.73777 4.60207
C 1.90608 -3.93037 -1.11493
C 1.75458 0.21943 -2.61523
H 3.84078 1.04043 2.17947
C 2.74318 -0.93157 -0.55023
H 4.52418 0.13843 3.53237
H -2.13902 6.99403 -3.95923
H 2.63548 -1.64487 0.25717
H -1.69502 3.28023 4.31207
H -1.68962 -2.42447 1.79497
C 0.02378 -5.63057 0.03427
C -1.76762 -2.43467 -5.17153
O -3.72592 -0.45947 0.16287
N 0.61388 0.17023 1.46877
C -0.27572 -4.29717 -0.16463
C -2.37492 5.38453 -0.99683
H -2.16292 -2.59667 -6.16363
O 1.12858 1.72713 -0.52183
H -1.97812 0.98763 5.27517
C -0.74282 -1.99537 -2.60363
N -1.63202 2.03363 1.42877
C 0.66248 -3.43817 -0.73573
C -3.04052 -1.20847 -1.90833
H 5.13448 0.74483 -2.23543
C 2.27268 -1.57327 3.84797
C -2.14662 2.95303 -0.50673
H -2.54612 5.56163 0.05287
H 2.78918 0.75313 5.22357
H -2.50842 7.44193 -1.55553
C -1.91332 0.21003 4.53077
H -1.25252 -3.90467 0.10057
H 0.18738 -3.17967 -5.64263
C -2.36342 6.42893 -1.90213
C 2.40278 -0.14077 3.30517
C 2.20428 -5.26687 -0.90833
H 1.07818 0.74893 4.79177
H 3.16798 -5.65437 -1.20173
H -4.06932 -1.09527 -2.26253
H -3.60832 -1.68617 -4.40813
H 1.51278 -7.15247 -0.17333
H -1.84302 4.67533 -4.75173
C 0.05528 -2.52377 -3.61043
C 2.07558 2.76973 -0.77873
C 4.13208 0.41563 -2.01153
H 1.08208 -2.78377 -3.38943
C -2.57832 -1.91817 -4.17973
H 3.32238 1.06203 -3.84983
O -2.50752 1.76123 -0.86033
H 4.07688 -0.70187 2.04557
C -2.03722 3.82043 -2.80773
H -4.58902 -0.38077 -0.30173
C 3.93268 -0.36597 -0.82553
H -1.91672 2.79973 -3.14183
C -1.81482 -2.09647 3.92067
C 1.43188 0.03473 2.26827
C 3.13308 0.62463 -2.88213
C -2.20212 4.07233 -1.44313
C -1.86002 0.53443 3.17407
Hf -1.21512 0.48553 0.06517
H 1.80008 3.57693 -0.10333
C 3.80208 0.10033 2.72237
H 2.03408 3.11473 -1.81243
H -0.70702 -6.29467 0.47027
C -2.00042 4.87283 -3.70183
H -2.57882 3.90383 2.91747
P 0.05108 -1.73237 -0.96983
C -2.09602 -1.70127 -2.87823
O -0.41982 0.61603 -1.68163
H -3.35162 2.75613 4.02627
N -1.76202 3.18393 0.73697
C 2.08618 0.88563 4.40537
H 2.64398 -3.28077 -1.56393
```

For the HOMO energy, the calculation gives -12.9 eV. Its net charge is +2. Its LUMO energy is -6.173 eV. For the total energy, the calculation gives -2511.9022 a.u. As for the gap between HOMO and LUMO: 6.707 eV. The spin multiplicity is 1.

Below is an isolated molecule of C5H5NO, with properties calculated with ωB97M-V with the def2-TZVPD basis set.

```
12
Properties=species:S:1:pos:R:3
C 1.81431 -0.13993 0.34058
C 0.52070 0.31725 0.84215
H -0.01952 1.13263 -1.11598
C -0.44196 0.59905 -0.26741
H 3.63302 -0.95001 -0.75702
H -1.97332 0.78512 1.04009
H -1.46786 -1.31976 0.15033
H -1.77475 -0.64818 -1.53255
N -1.83504 0.84505 0.03225
C -1.46687 -0.45279 -0.50867
O 0.23235 0.39765 2.01753
C 2.77894 -0.56608 -0.24129
```

For the HOMO energy, the calculation gives -10.1 eV. Its LUMO energy is 0.098 eV. For the total energy, the calculation gives -323.4039 a.u. Its SMILES is C#CC(=O)[C@H]1CN1. As for the gap between HOMO and LUMO: 10.161 eV. The spin multiplicity is 1.

Below is a cluster of 2 separate species, C9H14O in total in a non-equilibrium geometry, with properties calculated with ωB97M-V with the def2-TZVPD basis set.

```
24
Properties=species:S:1:pos:R:3
H 0.40278 -3.14658 -1.88233
H -0.01050 -1.51697 1.80064
C -0.61197 -2.91405 -2.20870
C 1.18371 -0.27719 0.53251
H -1.52424 -1.05681 -2.91135
H 3.08105 0.29164 -1.11229
C -0.87045 -1.40265 -2.11271
H 1.98873 -0.99941 0.56600
C -0.90366 0.41003 1.53734
H -0.51330 -3.12433 -3.27992
H -1.78721 2.14016 0.59483
H -2.52623 0.77790 2.63624
C 2.52624 1.21564 -0.98110
H 3.14041 1.96726 -0.49145
H 0.06300 -0.88439 -2.33660
C 1.26088 0.92469 -0.18024
H 2.13705 1.50022 -1.96293
O -1.76234 0.20087 2.55566
H -1.37703 -3.60120 -1.85961
H 0.24402 2.59726 -0.80508
H -1.21428 -1.16598 -1.10823
C 0.10709 -0.53593 1.35473
C 0.19085 1.79112 -0.09927
C -0.89288 1.54592 0.74062
```

For the HOMO energy, the calculation gives -8.3 eV. Its LUMO energy is 0.828 eV. For the total energy, the calculation gives -426.5481 a.u. Its SMILES is Cc1ccc(O)cc1.CC. As for the gap between HOMO and LUMO: 9.157 eV. The spin multiplicity is 1.

Below is a cluster of 3 separate species, C5H11O2 in total in a non-equilibrium geometry, with properties calculated with ωB97M-V with the def2-TZVPD basis set.

```
18
Properties=species:S:1:pos:R:3
H -3.04132 -0.53681 -0.45465
C -1.71953 0.85639 -1.30990
C -2.56400 0.76948 -2.44709
H 4.38763 -0.57468 3.03059
C 1.19073 -0.40788 0.71002
C -0.78179 -0.06858 -0.87735
H -0.61560 -0.93571 -1.51272
O 4.07287 -0.78825 2.15377
H -0.22046 1.06075 0.92760
H -2.54770 -0.13093 -3.05161
H 1.89928 0.22944 0.17355
H -1.74678 1.81507 -0.78258
H -0.84477 -0.62645 1.22859
C -0.27201 0.03073 0.55765
O 1.60682 -0.35350 2.06639
H 1.27222 -1.43682 0.28789
H 3.01207 -0.54755 2.11091
H -3.08767 1.64530 -2.81105
```

For the HOMO energy (alpha / beta), the calculation gives 1.8 / 2.0 eV. Its net charge is -2. Its LUMO energy (alpha / beta) is 6.699 / 6.698 eV. For the total energy, the calculation gives -347.3302 a.u. As for the gap between HOMO and LUMO (alpha / beta): 4.893 / 4.704 eV. The spin multiplicity is 2.